96
Properties=species:S:1:pos:R:3:forces:R:3:mulliken_charge:R:1 method="wB97M-V/def2-TZVPD" homo_ev=-9.25 relative_energy_ev=3.281 total_charge=+1 homo_lumo_gap_ev=4.9 lumo_ev=-4.3 max_force_ev_per_a=6.29
C 5.163 0.480 4.666 -0.191 0.652 -0.133 -0.806
O 4.603 1.598 3.926 -0.287 -0.043 0.556 -0.415
C 3.254 1.725 3.796 -0.330 -0.972 -0.375 0.569
C 2.784 2.648 2.814 0.373 -0.716 0.629 -0.675
C 1.538 2.439 2.247 0.056 0.736 0.451 -0.241
C 0.689 1.415 2.684 0.145 -0.143 0.071 -0.532
C -0.501 1.015 1.814 -0.495 4.561 1.318 0.688
C -1.401 0.082 2.637 -1.184 -0.729 -1.764 0.381
N -2.629 0.426 3.016 2.095 -0.166 -0.326 0.310
C -3.067 1.814 3.185 -0.728 1.126 -0.434 -0.356
C -4.486 1.727 3.790 0.056 0.118 0.305 -0.746
C -4.944 0.270 3.650 -0.092 -0.570 -0.385 -0.156
C -3.693 -0.563 3.309 -0.329 -0.462 0.780 -0.519
C -0.940 -1.280 2.920 1.020 -1.504 0.388 0.096
C -0.051 -1.961 2.039 -0.218 0.005 -0.163 -0.061
C 0.555 -3.169 2.374 -0.229 -0.481 0.409 -1.083
C 0.270 -3.781 3.606 -0.170 0.566 -0.109 -0.484
C -0.582 -3.134 4.520 -0.087 0.048 -0.150 -1.028
C -1.147 -1.904 4.195 -0.089 0.391 -0.524 -0.265
C 1.055 0.741 3.861 -0.078 0.151 0.173 -0.203
C 2.325 0.865 4.441 0.330 0.422 -0.535 -0.888
H 6.234 0.606 4.508 -0.135 -0.163 0.151 0.254
H 4.936 0.553 5.741 0.028 0.000 -0.335 0.327
H 4.844 -0.501 4.276 -0.108 0.468 -0.007 0.344
H 3.474 3.419 2.458 -0.311 -0.357 0.014 0.448
H 1.190 3.125 1.474 0.223 -0.293 -0.012 0.339
H -1.032 1.887 1.432 -1.023 0.563 1.968 0.742
H -2.377 2.391 3.825 -0.091 -0.551 -0.264 0.498
H -3.104 2.348 2.219 0.091 -0.408 0.260 0.267
H -4.462 2.007 4.854 -0.011 0.026 -0.423 0.302
H -5.177 2.401 3.266 0.291 -0.111 0.275 0.377
H -5.375 -0.119 4.584 -0.027 0.246 -0.456 0.450
H -5.674 0.142 2.835 0.175 0.122 0.476 -0.318
H -3.832 -1.238 2.442 0.214 0.461 0.365 0.179
H -3.415 -1.193 4.166 -0.243 0.372 -0.520 0.536
H 0.164 -1.614 1.019 -0.181 -0.021 0.600 0.507
H 1.226 -3.664 1.653 -0.456 0.359 0.462 0.460
H 0.704 -4.745 3.866 -0.053 0.230 -0.099 0.438
H -0.828 -3.596 5.490 0.289 0.313 -0.599 0.406
H -1.748 -1.380 4.949 0.418 -0.293 -0.271 0.556
H 0.320 0.124 4.379 0.508 -0.002 -0.221 0.436
H 2.595 0.247 5.321 -0.153 0.539 -0.760 0.387
C 5.222 1.937 -3.671 -0.073 -0.118 0.342 -0.836
O 4.982 1.602 -2.301 -0.195 -0.363 0.111 -0.393
C 3.734 1.382 -1.814 -1.267 0.721 0.458 0.503
C 3.633 0.886 -0.475 0.813 0.361 -1.179 -0.774
C 2.405 0.713 0.122 -0.388 0.248 -0.175 -0.300
C 1.215 1.209 -0.456 0.901 -0.264 -0.396 0.324
C -0.117 0.959 0.158 0.867 -5.856 2.134 1.694
C -1.214 0.910 -0.796 -2.191 -0.624 0.248 -0.771
C -2.557 0.742 -0.566 1.396 -0.089 -0.424 0.332
N -3.516 0.610 -1.544 -0.266 -0.079 -0.218 0.526
C -4.891 0.292 -1.166 0.058 1.034 -0.548 -0.132
C -5.059 -1.036 -0.472 -0.185 -0.559 0.104 0.084
C -6.473 -1.280 0.006 -0.201 -0.213 0.176 0.874
C -7.084 -2.514 -0.247 -0.300 0.311 0.027 -0.420
C -8.412 -2.739 0.134 0.166 0.184 0.173 -0.647
C -9.120 -1.739 0.814 0.206 0.131 -0.076 -0.463
C -8.501 -0.515 1.103 0.398 -0.127 -0.086 -0.910
C -7.175 -0.289 0.703 -0.389 -0.336 -0.046 -0.147
C -5.626 0.341 -2.505 -1.313 -0.149 -0.875 0.099
O -6.819 0.103 -2.720 1.791 0.330 0.671 -0.705
N -4.727 0.714 -3.463 -0.443 -0.363 0.423 0.242
C -5.104 0.769 -4.864 0.239 0.034 -0.154 -0.991
C -3.337 0.724 -3.016 0.150 -0.020 -0.044 0.202
C -2.675 2.026 -3.493 -0.107 0.203 0.125 -1.349
C -2.588 -0.487 -3.599 -0.135 -0.158 -0.008 -1.499
C 1.322 1.719 -1.775 -0.148 -0.141 0.172 -0.407
C 2.526 1.757 -2.480 1.454 0.031 0.496 -0.829
H 6.303 2.021 -3.720 0.004 0.047 -0.159 0.255
H 4.894 1.146 -4.350 -0.107 0.005 0.114 0.341
H 4.775 2.890 -3.964 -0.085 -0.040 0.152 0.325
H 4.561 0.694 0.083 -0.476 -0.196 -0.435 0.437
H 2.365 0.175 1.068 0.018 0.292 -0.043 0.404
H -0.018 -0.096 0.768 0.596 0.926 -3.740 -1.841
H -0.875 0.725 -1.810 -0.167 0.427 0.251 0.350
H -2.945 0.559 0.447 0.081 0.544 -0.410 -0.100
H -5.287 1.127 -0.560 0.005 -0.356 -0.035 0.163
H -4.766 -1.838 -1.164 -0.002 0.148 0.177 0.298
H -4.368 -1.084 0.376 0.045 0.002 -0.045 -0.275
H -6.518 -3.283 -0.781 -0.261 0.215 0.142 0.374
H -8.893 -3.696 -0.098 0.187 0.405 0.115 0.384
H -10.157 -1.903 1.113 0.337 0.025 -0.111 0.378
H -9.036 0.274 1.638 0.098 -0.340 -0.212 0.391
H -6.690 0.672 0.905 -0.337 -0.305 -0.057 0.424
H -6.192 0.704 -4.938 0.214 0.003 0.151 0.369
H -4.767 1.710 -5.314 -0.085 -0.157 0.087 0.279
H -4.661 -0.064 -5.428 -0.123 0.138 0.111 0.336
H -3.380 2.863 -3.385 0.282 -0.204 0.103 0.392
H -1.763 2.240 -2.930 -0.217 0.036 -0.175 0.117
H -2.417 1.936 -4.559 -0.056 0.033 0.371 0.445
H -3.177 -1.402 -3.439 0.208 0.210 0.022 0.355
H -2.443 -0.353 -4.680 0.007 -0.083 0.326 0.462
H -1.607 -0.607 -3.129 -0.157 -0.026 -0.140 0.299
H 0.440 2.040 -2.338 0.318 0.058 0.446 0.482
H 2.578 2.185 -3.501 -0.181 -0.427 0.776 0.326